# 1
DFT (ωB97M-V/def2-TZVPD) results for a 2-piece molecular cluster, CH3NOS overall in a non-equilibrium geometry.

Atoms and positions in Å:
S -2.135006 0.146198 0.927165
O -1.323273 -0.019919 -1.487096
N -1.152999 0.010611 -0.310653
C 1.146651 -0.012523 0.176615
H 0.962363 0.976324 0.574635
H 0.837588 -0.793445 0.840586
H 1.664679 -0.307244 -0.721253

Force components x, y, z for each atom (eV/Å):
S -0.028 -0.014 0.356
O -0.040 -0.052 0.197
N 0.953 0.068 -0.741
C -1.766 -0.207 0.417
H 0.581 0.088 -0.433
H 0.286 -0.365 0.299
H 0.015 0.482 -0.095

- relative energy (zero: lowest compared OMol25 entry of this formula, charge and spin) (kJ/mol) = 513.7
- HOMO (spin up / spin down) (eV) = -9.0 / -8.9
- LUMO (spin up / spin down) (eV) = -0.6 / -1.2
- max |F| (eV/Å) = 1.8

These are the natural (NBO) partial charges, in e, on atoms 1 to 2:
1. S 0.1409
2. O -0.2775

# 2
DFT (ωB97M-V/def2-TZVPD) results for C41H37GeN3O7STc as an isolated structure in a non-equilibrium geometry.

Atoms and positions in Å:
Tc 1.345821 -0.703763 0.513198
Ge -2.229069 -0.342065 1.250396
S -0.195630 1.044541 -1.574281
O 1.936063 1.929428 3.624838
O -1.244448 0.445911 -2.373827
O 3.798535 0.136740 0.754194
O 1.448564 1.080215 1.622923
O -0.609689 1.514563 -0.279388
O 1.592533 -2.866313 0.257389
O 1.952882 -4.739591 1.414515
N 3.435275 -1.528655 -1.265341
N 1.104020 0.058506 -1.393747
N 1.992177 -1.424670 2.455145
C -3.652030 -3.256523 -1.472325
C 3.471225 -1.718414 -3.674597
C -5.590866 -2.552783 -0.255216
C 1.656568 -3.554599 1.311479
C 1.944105 -0.395197 -4.976881
C -3.440818 -1.563066 0.232475
C -3.411836 1.974214 -0.094610
C -4.224646 4.009611 0.887154
C 1.540707 3.140965 -2.070595
C 1.761277 -0.347177 -2.540705
C -2.964865 -2.152973 3.523087
C -3.929849 3.246844 -0.233558
C -0.090545 4.254412 -4.025994
C -1.852855 -0.591400 5.507125
C 0.348205 2.523114 -2.428319
C -1.843981 -0.164068 4.191673
C 3.002953 -1.276945 -4.920107
C 3.442308 -1.630031 2.416891
C -2.419865 -1.813258 5.836296
C -2.416512 -0.922718 3.172960
C -0.473733 3.092393 -3.393922
C -2.968253 -2.597582 4.833778
C -0.508043 -1.021754 0.816065
C -3.173784 1.433353 1.163569
C -3.994403 3.481889 2.146530
C -4.807782 -1.663218 0.459951
C 2.900406 -1.202177 -2.471157
C -3.469281 2.207045 2.278488
C 1.920056 4.305625 -2.708727
C 1.118867 4.877981 -3.697889
C -5.013406 -3.354167 -1.226668
C 1.319679 0.035598 -3.819302
C 1.602165 -0.444564 3.467902
C 4.492736 -2.688019 -3.574730
C 1.675499 1.008250 2.858024
C 4.410786 -2.442545 -1.215126
C 4.236373 -0.403005 1.956471
C 4.946753 -3.070040 -2.317305
C 1.524616 6.136160 -4.411144
C 1.373369 -2.739801 2.626035
C -2.875891 -2.373760 -0.744165
H 2.212583 -0.513255 4.379743
H -6.656135 -2.622494 -0.059630
H 3.475785 -1.647571 -5.822054
H -5.258365 -1.029949 1.216096
H -4.105417 3.656789 -1.221658
H 3.636093 -2.448824 1.714971
H -3.402942 -3.559540 5.081987
H -4.223975 4.069597 3.029239
H 2.382412 6.596782 -3.927004
H 1.566979 -0.068879 -5.940725
H -3.392941 -2.767482 2.743114
H 4.781509 -2.679266 -0.222872
H 0.701435 6.851039 -4.425103
H 5.710857 -3.829079 -2.195544
H 0.556003 -0.608022 3.738790
H -2.434358 -2.150697 6.866241
H -0.726307 4.704254 -4.777850
H 0.449375 0.657899 -3.911489
H 0.290934 -2.619272 2.698706
H -3.160899 1.385880 -0.965382
H -1.408514 2.599965 -3.614847
H -1.810111 -2.289963 -0.916826
H 3.774040 -0.539121 0.013803
H 4.159878 0.397429 2.701688
H -3.196297 -3.872312 -2.236535
H -3.295926 1.804355 3.266137
H 1.763500 -3.275489 3.500765
H 3.800805 -1.942151 3.412696
H 2.847227 4.794241 -2.436533
H -1.414191 0.028208 6.280779
H -5.624748 -4.052312 -1.787983
H 5.299985 -0.699595 1.888085
H -1.374447 0.777677 3.937941
H 4.889655 -3.136012 -4.478499
H 2.135386 2.703889 -1.282956
H 1.793307 5.921993 -5.447770
H -4.634616 5.008775 0.781558

Force components x, y, z for each atom (eV/Å):
Tc -1.330 -0.766 1.638
Ge 0.209 -0.843 0.409
S -0.852 -0.268 1.058
O 0.022 0.452 0.306
O 0.231 0.144 -0.451
O 0.085 -0.184 -1.076
O -0.215 0.128 -0.774
O 0.667 0.483 -0.674
O 0.201 0.394 -0.784
O 0.042 -0.677 -0.068
N 1.010 -0.871 -0.662
N 0.000 0.831 -1.178
N -0.095 -0.310 0.356
C -0.091 -0.142 -0.140
C -0.021 -0.043 0.136
C -0.314 -0.077 -0.015
C -0.170 0.391 1.250
C 0.649 -0.559 -0.269
C 0.044 0.274 0.246
C -0.107 -0.067 -0.018
C -0.068 0.118 0.057
C -0.379 -0.385 0.073
C -1.079 0.784 -0.296
C -0.080 0.021 -0.163
C -0.176 0.153 -0.209
C 0.450 0.372 0.106
C 0.066 0.065 0.227
C 0.310 0.106 -0.066
C -0.083 0.117 -0.091
C -0.321 0.251 -0.523
C 0.501 0.258 -0.187
C -0.028 -0.041 0.143
C -0.226 0.224 -0.393
C -0.015 -0.420 0.310
C -0.045 -0.165 0.168
C 0.767 0.642 -0.036
C 0.603 -0.390 0.050
C -0.153 0.240 0.078
C 0.063 0.180 0.125
C 0.663 -0.478 0.112
C -0.042 -0.234 0.055
C -0.125 0.344 -0.322
C -0.200 -0.302 0.072
C -0.081 -0.100 -0.074
C 0.173 -0.101 0.509
C -0.134 0.882 -0.304
C 0.209 -0.150 1.149
C 0.129 -0.937 0.967
C -1.208 1.177 0.824
C 0.175 -0.201 0.692
C -0.008 -0.188 -1.779
C 0.004 -0.074 -0.013
C -0.115 -0.683 -0.661
C 0.114 0.060 -0.042
H 0.001 0.020 -0.162
H -0.014 0.000 0.008
H -0.032 -0.039 -0.018
H -0.114 0.028 0.049
H 0.009 0.004 -0.052
H -0.023 0.056 0.158
H -0.006 -0.039 -0.017
H 0.020 -0.003 0.011
H 0.057 0.090 0.012
H 0.007 0.025 0.058
H -0.083 -0.138 -0.047
H -0.025 0.041 0.020
H 0.019 0.078 -0.005
H -0.050 0.051 -0.022
H 0.133 -0.096 -0.140
H 0.025 -0.019 0.017
H -0.085 0.004 -0.052
H -0.034 -0.108 -0.120
H 0.007 0.136 0.024
H -0.014 0.013 -0.169
H -0.101 -0.055 -0.134
H 0.123 -0.016 0.002
H 0.058 0.463 0.589
H 0.051 -0.096 -0.050
H 0.049 -0.065 -0.057
H 0.018 0.006 0.108
H 0.048 0.037 -0.059
H 0.010 0.020 -0.109
H 0.055 -0.003 0.043
H 0.045 0.017 0.014
H -0.004 -0.011 -0.024
H -0.125 0.010 0.151
H 0.102 0.142 0.058
H 0.029 0.050 0.007
H 0.162 -0.060 0.103
H 0.028 0.034 -0.029
H 0.032 -0.008 -0.019

- ⟨S²⟩ = 3.78
- relative energy (zero: lowest compared OMol25 entry of this formula, charge and spin) (kJ/mol) = 104.0
- HOMO (spin up / spin down) (eV) = 0.7 / -0.9
- LUMO (spin up / spin down) (eV) = 3.9 / 3.9
- total charge = -2
- max |F| (eV/Å) = 2.2
- multiplicity = 4

These are the Mulliken partial charges, in e, on atoms 1 to 2:
1. Tc 0.0867
2. Ge 3.4206

Which of these has the lowest max |F|? CH3NOS

relative energy (zero: lowest compared OMol25 entry of this formula, charge and spin) of number 2 (C41H37GeN3O7STc)? 104.0 kJ/mol

What is the max |F| in the second record? 2.2 eV/Å